Entry from the OMol25 dataset: C14H6F6N4O3PdS2 as an isolated structure (ωB97M-V with the def2-TZVPD basis set).

```
36
Properties=species:S:1:pos:R:3:nbo_charge:R:1
Pd 0.07 -1.27 0.94 1.15
S 0.03 4.71 -3.38 1.08
N 0.18 4.59 -1.78 -0.58
C 0.14 3.30 -1.49 0.16
C 0.23 2.74 -0.16 -0.08
C 0.37 3.46 1.03 -0.05
C 0.43 2.78 2.23 -0.22
C 0.36 1.39 2.25 0.10
N 0.24 0.71 1.11 -0.46
C 0.17 1.35 -0.08 0.23
C 0.02 0.52 -1.24 0.14
N -0.03 -0.82 -1.01 -0.44
C -0.19 -1.68 -2.01 0.10
C -0.30 -1.22 -3.32 -0.22
C -0.24 0.13 -3.58 -0.05
C -0.08 1.03 -2.52 -0.04
C -0.01 2.48 -2.64 0.08
N -0.08 3.16 -3.77 -0.56
H 0.42 4.54 1.00 0.28
H 0.53 3.31 3.17 0.28
H 0.41 0.82 3.17 0.25
H -0.22 -2.73 -1.76 0.25
H -0.43 -1.95 -4.11 0.28
H -0.32 0.51 -4.60 0.28
F -2.71 -2.96 3.82 -0.26
C -2.33 -3.17 2.58 0.76
F -2.65 -2.11 1.82 -0.32
F -2.87 -4.25 2.08 -0.26
S -0.48 -3.30 2.51 2.25
O -0.21 -3.28 1.01 -0.90
O -0.01 -4.38 3.26 -0.77
O -0.03 -1.89 2.87 -0.89
F 2.62 -0.50 0.17 -0.25
C 2.15 -1.59 0.68 1.12
F 2.57 -1.82 1.87 -0.22
F 2.23 -2.60 -0.11 -0.23
```

Computed properties:
Total charge: +2
LUMO in hartree: -0.3430